This record from OMol25 describes a structure of composition C45H63O2PReS2. The level of theory is ωB97M-V/def2-TZVPD.

Structure (XYZ):
```
114
Properties=species:S:1:pos:R:3:forces:R:3
Re 0.19915 -0.30857 0.58180 -0.1 -0.3 0.3
C -3.06766 -1.63396 3.99388 0.0 0.0 0.0
C -1.86442 -2.07113 3.12493 0.0 0.0 0.0
C -2.17272 -3.36375 2.38445 0.0 0.0 0.0
C -1.55173 -0.88117 2.26695 0.0 0.2 0.0
C -2.15092 -0.60967 1.02048 0.1 0.0 0.2
C -2.00864 0.62623 0.32672 0.1 0.2 0.1
C -2.96789 0.83671 -0.83045 0.1 0.0 -0.1
C -2.41520 1.44047 -2.11348 0.0 0.1 0.1
C -4.16221 1.63832 -0.28071 0.0 0.0 0.0
C -1.06538 1.58622 0.85728 -0.2 -0.1 -0.2
C -0.58960 1.41016 2.21271 0.0 0.2 -0.1
C -0.70699 0.13695 2.78931 0.0 -0.1 -0.1
C -0.10410 2.56500 3.04571 0.0 0.0 0.0
C -1.40809 3.18099 3.61913 0.0 0.0 0.0
C 0.81020 2.19223 4.21254 0.0 0.0 0.0
C -0.67539 2.82361 0.10342 0.0 0.0 0.0
C -1.47284 3.95947 0.17881 0.0 0.0 0.0
C -1.12799 5.10916 -0.51783 0.0 0.0 0.0
C 0.02020 5.13100 -1.29340 0.0 0.0 0.0
C 0.82858 4.00709 -1.36270 0.0 0.0 0.0
C 0.50011 2.84227 -0.66382 0.0 0.0 -0.1
P 1.58974 1.38494 -0.76789 0.0 -0.1 0.2
C 1.99523 0.96233 -2.58067 0.0 0.0 0.1
C 2.47819 -0.48794 -2.68830 0.0 0.0 0.0
C 0.74999 1.13472 -3.45272 0.0 -0.1 0.0
C 3.11075 1.86934 -3.13010 0.0 0.1 0.0
C 3.17137 1.75343 0.18726 -0.1 0.0 0.1
C 2.80349 1.80734 1.67042 0.0 0.0 -0.1
C 4.18947 0.63212 -0.04202 0.0 0.0 0.0
C 3.77470 3.12185 -0.15853 0.0 0.0 0.0
H -3.30820 -2.43806 4.68794 0.0 0.0 0.0
H -3.94603 -1.44722 3.37389 0.0 0.0 0.0
H -2.85264 -0.73930 4.57880 0.0 0.0 0.0
H -1.01002 -2.22552 3.79115 0.0 0.0 0.0
H -3.06867 -3.28104 1.76577 0.0 0.0 0.0
H -2.36957 -4.14861 3.11324 0.0 0.0 0.0
H -1.33971 -3.68961 1.76152 0.0 0.0 0.0
H -2.79105 -1.36122 0.57340 0.0 0.0 0.0
H -3.34268 -0.16192 -1.07278 0.0 0.0 0.0
H -2.21015 2.50613 -2.02159 0.0 0.0 0.0
H -3.14921 1.31272 -2.90852 0.0 0.0 0.0
H -1.50984 0.92974 -2.41989 0.0 0.0 0.0
H -3.89825 2.68031 -0.11305 0.0 0.0 0.0
H -4.55744 1.21664 0.64475 0.0 0.0 0.0
H -4.96012 1.61524 -1.02205 0.0 0.0 0.0
H -0.20989 -0.05217 3.73380 0.0 0.0 0.0
H 0.35472 3.31135 2.39914 0.0 0.0 0.0
H -1.93178 2.45974 4.24856 0.0 0.0 0.0
H -2.08976 3.53276 2.84944 0.0 0.0 0.0
H -1.13549 4.03190 4.24268 0.0 0.0 0.0
H 0.23865 1.76451 5.03781 0.0 0.0 0.0
H 1.28055 3.09613 4.59666 0.0 0.0 0.0
H 1.60489 1.49555 3.94509 0.0 0.0 0.0
H -2.37641 3.95450 0.77139 0.0 0.0 0.0
H -1.76101 5.98450 -0.45661 0.0 0.0 0.0
H 0.29099 6.02288 -1.84245 0.0 0.0 0.0
H 1.72223 4.05113 -1.96673 0.0 0.0 0.0
H 1.73222 -1.19233 -2.32619 0.0 0.0 0.0
H 3.41939 -0.66360 -2.17299 0.0 0.0 0.0
H 2.65299 -0.69499 -3.74613 0.0 0.0 0.0
H 0.08373 0.27585 -3.36437 0.0 0.0 0.0
H 1.07700 1.18094 -4.49255 0.0 0.0 0.0
H 0.19199 2.04676 -3.24966 0.0 0.0 0.0
H 4.05872 1.76879 -2.61122 0.0 0.0 0.0
H 2.83541 2.92014 -3.17834 0.0 0.0 0.0
H 3.27956 1.54525 -4.15872 0.0 0.0 0.0
H 2.29585 0.90325 2.02335 0.0 0.0 0.0
H 2.18227 2.67188 1.88896 0.0 0.0 0.0
H 3.71713 1.90778 2.25905 0.0 0.0 0.0
H 3.74347 -0.35941 0.07840 0.0 0.0 0.0
H 4.98510 0.73584 0.69771 0.0 0.0 0.0
H 4.65735 0.67040 -1.02227 0.0 0.0 0.0
H 3.08551 3.93443 0.06657 0.0 0.0 0.0
H 4.11720 3.21752 -1.18369 0.0 0.0 0.0
H 4.64752 3.25676 0.48437 0.0 0.0 0.0
O 1.42929 -1.57579 1.48116 0.0 -0.1 -0.2
S 2.85282 -1.83314 2.14292 0.0 0.0 0.1
C 3.59696 -3.11845 1.06396 0.0 -0.1 0.0
C 2.87101 -3.35529 -0.25742 0.0 0.0 0.0
C 1.67856 -4.31650 -0.17320 0.0 0.0 -0.1
C 0.71394 -4.18735 -1.35712 0.0 0.0 0.0
S -0.63748 -3.05904 -0.99179 0.0 -0.1 -0.1
O 0.13349 -1.66178 -0.84673 -0.1 0.3 -0.2
C -1.54006 -2.95035 -2.48103 0.1 0.0 0.1
C -2.84166 -3.44886 -2.42397 0.0 0.1 0.0
C -3.58676 -3.48677 -3.59389 0.0 0.0 0.0
C -3.03737 -3.01452 -4.77776 0.0 0.0 0.0
C -1.73733 -2.50601 -4.81454 0.0 0.0 0.0
C -0.97054 -2.48040 -3.66654 0.0 -0.1 0.0
C 2.50355 -2.64140 3.65496 0.1 0.1 -0.1
C 3.28075 -2.20962 4.72813 -0.1 0.0 0.0
C 3.15337 -2.86515 5.94618 0.0 0.0 0.0
C 2.24915 -3.90784 6.07739 0.0 0.0 0.0
C 1.46240 -4.31470 4.99751 0.0 0.0 0.0
C 1.59132 -3.69306 3.77154 0.0 0.0 0.0
H 3.69376 -4.01689 1.67331 0.0 0.0 0.0
H 4.59688 -2.72031 0.88342 0.0 0.0 0.0
H 3.61184 -3.78429 -0.93533 0.0 0.0 0.0
H 2.58230 -2.40042 -0.69847 0.0 0.0 0.0
H 1.12577 -4.19757 0.76191 0.0 0.1 0.0
H 2.05279 -5.34094 -0.16537 0.0 0.0 0.0
H 0.17384 -5.11907 -1.55276 0.0 0.0 0.0
H 1.19244 -3.87600 -2.28799 0.0 0.0 0.0
H -3.26054 -3.81615 -1.49443 0.0 0.0 0.0
H -4.59187 -3.88553 -3.57953 0.0 0.0 0.0
H -3.62157 -3.04737 -5.68803 0.0 0.0 0.0
H -1.32452 -2.15148 -5.74930 0.0 0.0 0.0
H 0.04883 -2.11623 -3.69099 0.0 0.0 0.0
H 3.97844 -1.38848 4.61835 0.0 0.0 0.0
H 3.75901 -2.55720 6.78738 0.0 0.0 0.0
H 2.15322 -4.41706 7.02729 0.0 0.0 0.0
H 0.76643 -5.13384 5.11881 0.0 0.0 0.0
H 0.99880 -4.01757 2.92473 0.0 0.0 0.0
```
Positions in Å, forces in eV/Å.

Summary:
energy: -3117.575174 hartree
frontier orbital gap (spin up / spin down): 7.68 / 6.17 eV
total charge: +4
max |F|: 0.41 eV Å⁻¹
<S²>: 3.781
2S+1: 4

This record from OMol25 describes a structure of composition C45H64BInN6O3SSi2 at a distorted geometry. The level of theory is ωB97M-V/def2-TZVPD.

Structure (XYZ):
```
123
Properties=species:S:1:pos:R:3:forces:R:3
In 0.64591 0.48930 -0.86172 1.3 0.5 -1.1
C 1.29858 6.03364 -1.61884 0.0 -0.1 0.1
C 0.66520 4.71301 -1.92552 -0.2 -0.1 -0.1
C 0.05738 4.31824 -3.09941 -0.1 0.0 -0.2
C -0.40940 3.00978 -2.87623 0.1 0.1 -0.2
N -0.07347 2.63968 -1.63870 -0.2 -0.2 0.3
N 0.56723 3.68799 -1.05441 0.3 -0.2 -0.2
B 0.96746 3.70716 0.44049 -0.4 0.0 0.1
N -0.30302 3.44868 1.26672 0.2 -0.2 0.2
N -1.09733 2.33042 1.17926 0.1 0.4 0.1
C -2.12966 2.56990 1.99449 0.0 0.0 0.1
C -1.97518 3.82020 2.62832 -0.4 0.0 0.2
C -0.81655 4.35063 2.13638 0.1 0.0 0.0
C -0.20248 5.67501 2.48358 0.1 -0.2 -0.1
C -3.28641 1.66955 2.24069 0.2 -0.1 0.0
C -3.33303 0.35568 1.79314 0.4 0.3 0.4
C -4.39828 -0.47133 2.13127 0.3 0.0 1.7
C -5.45379 0.00404 2.89464 0.1 0.0 0.0
C -5.43615 1.32875 3.31978 0.1 0.1 -0.1
C -4.36209 2.14571 2.99885 -0.2 0.0 0.1
N 2.16802 2.79014 0.80699 0.0 0.0 -0.1
N 2.21383 1.43881 0.64367 -0.5 -0.1 0.2
C 3.40992 1.01713 1.07128 0.2 -0.2 0.0
C 4.14385 2.12847 1.51913 0.2 -0.1 0.1
C 3.33017 3.22595 1.33929 0.0 -0.1 0.1
C 3.64528 4.65041 1.69187 -0.1 -0.1 -0.1
C 3.90375 -0.38923 1.02702 -0.1 0.2 0.0
C 3.18855 -1.44231 0.46417 0.0 0.3 0.1
C 3.71236 -2.72280 0.40102 0.0 -0.1 -0.1
C 4.97166 -2.98730 0.91159 0.1 0.0 0.1
C 5.69419 -1.95503 1.50376 0.0 0.0 0.0
C 5.16518 -0.67404 1.55762 0.1 0.0 0.0
C -1.09998 2.12593 -3.84632 0.1 0.0 0.1
C -1.69114 0.91983 -3.47348 0.0 0.1 0.0
C -2.22375 0.06465 -4.43241 0.0 0.0 0.0
C -2.19336 0.41175 -5.77562 0.0 0.0 0.0
C -1.65324 1.63511 -6.15375 0.0 0.0 0.1
C -1.11217 2.48055 -5.19736 0.0 0.0 0.0
H 1.22897 6.67263 -2.49785 0.0 0.0 0.0
H 2.35354 5.92241 -1.35332 -0.1 0.0 0.0
H 0.79654 6.53385 -0.78740 0.0 0.0 -0.1
H -0.04510 4.92025 -3.99273 0.0 -0.1 0.2
H 1.33644 4.81824 0.68229 0.0 -0.2 -0.1
H -2.61955 4.28714 3.36041 0.1 -0.1 -0.2
H -0.86740 6.20106 3.16668 0.0 0.0 0.0
H -0.04904 6.30342 1.60313 0.0 -0.1 0.1
H 0.76545 5.55335 2.97785 -0.1 0.0 0.0
H -2.52478 -0.02878 1.18921 0.1 0.0 0.1
H -4.39319 -1.50346 1.79405 0.4 0.3 1.2
H -6.28651 -0.64507 3.14632 0.1 0.0 0.0
H -6.25732 1.72845 3.90778 0.1 -0.1 -0.1
H -4.36702 3.17173 3.34303 0.0 -0.1 0.0
H 5.14927 2.15037 1.91728 -0.2 0.0 -0.1
H 4.63729 4.68731 2.13946 0.0 0.0 0.0
H 2.92994 5.05301 2.41041 0.0 0.0 0.0
H 3.63698 5.30221 0.81447 0.0 -0.1 0.1
H 2.19624 -1.28998 0.07870 -0.1 -0.1 0.0
H 3.12397 -3.51479 -0.05698 0.2 0.2 0.1
H 5.39039 -3.98804 0.85333 -0.1 0.1 0.0
H 6.67472 -2.14773 1.92651 -0.1 0.0 -0.1
H 5.74490 0.11374 2.02577 0.0 -0.1 -0.1
H -1.75028 0.64844 -2.42591 0.0 0.0 0.0
H -2.66189 -0.88047 -4.13195 0.0 0.1 0.0
H -2.58947 -0.26674 -6.52258 0.0 0.1 0.0
H -1.63950 1.92646 -7.19797 0.0 0.0 0.1
H -0.66674 3.41938 -5.50875 0.0 -0.1 0.0
C 1.49015 -2.48382 3.12304 0.1 -0.2 -0.3
C 0.14167 -1.78729 3.01779 -0.1 -0.1 -0.2
C -0.93363 -2.66171 3.66255 -0.2 0.1 -0.3
C 0.22585 -0.44055 3.73479 -0.1 0.1 -0.4
O -0.14980 -1.52518 1.58670 -0.2 -0.2 0.4
Si -0.85059 -2.48393 0.42309 0.2 0.3 0.3
S 0.04200 -1.90572 -1.40597 -0.4 0.4 0.5
O -0.51201 -4.01619 0.85078 -0.1 -0.3 -0.1
C -0.29536 -5.31839 0.28775 0.1 0.1 -0.1
C 1.20859 -5.53053 0.19447 0.1 0.1 0.0
C -0.92152 -6.31248 1.24544 -0.1 -0.1 0.2
C -0.91868 -5.45636 -1.09366 -0.1 0.2 -0.1
O -2.46370 -2.19735 0.42794 -0.1 -0.1 -0.2
C -3.63155 -2.39559 -0.41454 0.2 -0.1 -0.1
C -3.27035 -2.71369 -1.85923 0.2 -0.1 0.0
C -4.43808 -3.53562 0.18753 0.0 -0.2 0.1
C -4.44859 -1.11075 -0.40600 -0.5 0.0 -1.0
H 1.66675 -2.79714 4.15772 -0.1 0.0 -0.1
H 2.29193 -1.80760 2.82885 0.0 0.0 0.0
H 1.51760 -3.36573 2.47061 0.0 0.2 0.2
H -0.75994 -2.71148 4.74123 0.0 0.0 -0.1
H -0.91699 -3.67383 3.25169 0.0 0.1 0.1
H -1.92691 -2.23188 3.49130 0.1 0.0 0.0
H 0.83383 -0.54446 4.63700 -0.1 0.0 0.0
H -0.75871 -0.07515 4.02043 -0.1 0.1 -0.1
H 0.69356 0.30104 3.08098 0.0 0.0 0.1
H 1.66763 -5.42556 1.18287 0.0 0.0 -0.1
H 1.63984 -4.77713 -0.47546 -0.1 -0.2 0.1
H 1.43553 -6.52529 -0.19906 0.0 0.1 0.0
H -0.42599 -6.26067 2.22007 -0.1 0.0 -0.1
H -0.83314 -7.33217 0.85569 0.0 0.1 0.1
H -1.98087 -6.07449 1.38386 0.1 -0.1 0.0
H -0.54871 -4.66635 -1.75613 0.0 -0.1 0.0
H -2.00885 -5.38643 -1.03452 0.1 -0.1 0.0
H -0.65478 -6.42470 -1.52563 0.0 0.1 0.0
H -2.61225 -3.58376 -1.93326 -0.1 0.1 0.0
H -2.75344 -1.86618 -2.30632 0.0 0.0 0.0
H -4.18996 -2.91385 -2.42264 0.2 0.0 0.1
H -3.92313 -4.49247 0.04681 -0.1 0.1 0.1
H -5.42493 -3.59276 -0.28428 0.1 0.0 0.0
H -4.56869 -3.36982 1.26104 0.0 -0.1 -0.1
H -3.79622 -0.25538 -0.60029 -0.2 -0.1 -0.1
H -4.93964 -0.95331 0.55388 -0.3 0.0 -1.9
H -5.21715 -1.15561 -1.18659 0.2 -0.1 0.0
C 1.93746 0.93123 -4.41495 -0.2 -0.1 -0.3
Si 2.60490 0.70467 -2.68560 -0.6 -0.1 0.3
C 3.62280 2.21801 -2.28241 0.2 0.4 0.1
C 3.68025 -0.82383 -2.74026 0.2 -0.3 0.0
H 2.75561 0.78812 -5.13659 -0.2 0.0 0.1
H 1.53368 1.93672 -4.55367 0.0 -0.1 0.0
H 1.14409 0.20800 -4.64720 0.1 0.2 0.0
H 4.31017 2.43432 -3.11688 -0.1 0.0 0.2
H 4.21936 2.07936 -1.36998 -0.1 0.1 -0.2
H 2.97220 3.09602 -2.13813 0.2 -0.2 -0.1
H 4.22085 -0.85627 -3.69856 -0.1 0.0 0.2
H 3.06071 -1.72915 -2.66490 0.2 0.2 0.0
H 4.41230 -0.84232 -1.92562 -0.1 -0.1 -0.1
```
Positions in Å, forces in eV/Å.

Summary:
energy: -3499.876674 hartree
frontier orbital gap: 7.15 eV
max |F|: 1.94 eV Å⁻¹